C5H11N2O | ωB97M-V/def2-TZVPD

As for the total charge: +1. Its strongest force on any atom is 4.0 eV/Å. The calculation puts the orbital gap at 5.13 eV. For the highest occupied orbital energy, the calculation gives -0.5113 hartree.

```
19
Properties=species:S:1:pos:R:3:forces:R:3:nbo_charge:R:1
N 0.987 -1.759 -0.594 0.6 1.0 0.4 -0.746
C 0.267 -0.578 -0.280 -2.5 -2.9 -0.8 0.139
C -0.944 -0.850 0.610 0.6 0.6 0.5 -0.501
C -1.976 0.217 0.543 -0.1 -0.1 -0.3 -0.205
C -3.075 0.155 -0.192 -0.1 0.2 0.3 -0.313
C 1.312 0.614 0.247 1.3 3.4 1.1 0.218
N 0.735 1.893 0.116 0.2 -0.2 -0.5 -0.758
O 2.401 0.357 -0.308 -0.1 -1.0 -0.5 -0.289
H 0.600 -2.304 -1.355 -0.4 -0.5 0.5 0.431
H 1.979 -1.584 -0.693 0.0 -0.1 -0.5 0.420
H 1.258 0.350 1.324 -0.2 -1.0 0.1 0.334
H -0.107 -0.026 -1.168 0.9 0.7 0.3 0.293
H -0.606 -0.908 1.638 0.2 -0.4 0.3 0.241
H -1.326 -1.849 0.382 0.0 -0.1 -0.3 0.279
H -1.812 1.090 1.157 0.1 0.2 0.0 0.220
H -3.392 -0.735 -0.702 0.0 -0.2 -0.4 0.206
H -3.740 0.999 -0.189 -0.3 0.1 -0.1 0.222
H 1.034 2.286 -0.769 0.0 0.3 -0.2 0.397
H 1.034 2.526 0.850 -0.5 0.0 0.3 0.412
```
Forces are in eV/Å.